[1]
Computed, not measured: one molecule with the formula C6H12BNO5 at a distorted geometry, with the ωB97M-V functional and the def2-TZVPD basis.

XYZ file:
```
25
Properties=species:S:1:pos:R:3:forces:R:3
B 1.24029 0.80383 0.82442 0.40 -0.27 0.55
H 1.89623 -0.64501 -1.91360 -0.04 -0.08 0.14
H -2.40681 -1.41454 1.16813 0.08 0.17 -0.03
C -2.83437 -1.09172 0.21378 -0.50 -0.51 -0.15
C -1.32219 0.68832 0.54180 0.55 -0.11 0.29
N -1.35386 2.15870 0.56268 -0.71 -0.25 -1.14
H -1.37445 0.37662 1.59396 -0.19 0.01 -0.08
C 0.81281 -0.78738 -2.01752 0.17 0.14 -0.50
C -1.50794 2.69054 -0.53866 1.22 -0.13 0.38
H -3.92329 -1.08853 0.32251 0.11 0.12 0.01
H -2.60045 -1.85477 -0.53755 0.20 0.19 0.00
H 1.04306 2.69120 1.33492 -0.09 0.27 -0.28
H -0.01395 -0.94738 0.26569 -0.04 0.08 0.03
O 1.98894 -0.00570 1.68283 0.10 0.47 -0.99
H 0.58669 -0.74144 -3.08496 -0.02 0.00 0.10
O 0.08268 0.24266 -1.40117 -0.28 0.24 0.26
H 2.05307 -1.88187 0.76103 0.07 0.08 -0.15
C 2.71156 -1.04339 1.01284 -0.09 -0.34 0.56
O 1.57052 2.13781 0.75061 -0.21 -0.41 0.30
H 3.22467 -0.67158 0.12247 -0.08 -0.06 0.03
O -2.41239 0.19458 -0.18720 -0.01 0.15 0.40
O -1.48458 3.25956 -1.54477 -0.63 0.20 0.07
C 0.01777 0.12659 0.01516 0.08 -0.11 0.12
H 0.53773 -1.78530 -1.65354 -0.03 0.10 0.12
H 3.46823 -1.41180 1.70615 -0.05 0.05 -0.04
```
Forces are in eV/Å.

Output
LUMO energy in hartree: 0.021
Structure (SMILES): COB(O)[C@H](OC)[C@@H](N=C=O)OC
Gap between HOMO and LUMO in eV: 10.09
Maximum force in eV/Å: 1.367



[2]
Computed, not measured: C6H12Br6 as an isolated structure at a distorted geometry, with the ωB97M-V functional and the def2-TZVPD basis.

XYZ file:
```
24
Properties=species:S:1:pos:R:3:forces:R:3
H 2.31056 -3.92443 0.72985 -0.28 0.39 0.04
C -1.71957 2.29182 1.89281 -2.63 1.95 2.36
C 0.70943 0.03972 -0.85039 0.48 1.27 -2.17
C 0.61371 -3.13569 -0.42091 -0.59 0.58 1.56
C -0.05317 0.11533 -2.20718 -0.72 -0.05 1.40
H 1.75797 0.23785 -1.07272 -0.23 0.19 0.37
H -0.15934 1.14565 -2.54670 0.77 -0.18 -0.55
Br 0.11056 -1.99032 1.20264 -0.77 -2.30 0.64
H -0.82971 4.14053 2.06755 -0.15 0.42 -0.14
C 2.06314 -3.44987 -0.21971 0.53 0.12 -0.60
Br -1.55954 2.08503 3.85882 -0.19 -0.17 -0.78
H -2.59664 4.33774 1.96059 -0.03 -0.23 -0.34
H -0.03551 -4.01104 -0.40184 0.23 -0.08 0.38
H 0.32846 -2.58133 -1.31501 0.47 0.17 0.19
Br 0.65402 -1.13877 -3.59903 -0.23 0.90 0.72
H 2.34457 -4.17091 -0.98716 0.45 0.38 -0.28
H -2.57960 1.76421 1.48041 0.05 -0.21 0.38
H -1.09551 -0.16833 -2.06180 0.07 -0.44 -0.05
C -1.74283 3.75599 1.61318 0.77 0.37 -0.07
Br -1.47228 3.98382 -0.34112 -1.02 1.28 0.24
Br 3.20607 -1.78713 -0.33888 -0.09 -1.69 0.05
Br -0.02045 1.45196 0.41882 7.80 -6.31 -9.03
H 0.58823 -0.88297 -0.28288 0.22 1.43 -1.19
H -0.82255 1.89114 1.42067 -4.91 2.22 6.89
```
Forces are in eV/Å.

Output
LUMO energy in hartree: 0.010
Gap between HOMO and LUMO in eV: 9.28
Maximum force in eV/Å: 13.498



Please write out number 2 again, unchanged.
Computed, not measured: C6H12Br6 as an isolated structure at a distorted geometry, with the ωB97M-V functional and the def2-TZVPD basis.

XYZ file:
```
24
Properties=species:S:1:pos:R:3:forces:R:3
H 2.31056 -3.92443 0.72985 -0.28 0.39 0.04
C -1.71957 2.29182 1.89281 -2.63 1.95 2.36
C 0.70943 0.03972 -0.85039 0.48 1.27 -2.17
C 0.61371 -3.13569 -0.42091 -0.59 0.58 1.56
C -0.05317 0.11533 -2.20718 -0.72 -0.05 1.40
H 1.75797 0.23785 -1.07272 -0.23 0.19 0.37
H -0.15934 1.14565 -2.54670 0.77 -0.18 -0.55
Br 0.11056 -1.99032 1.20264 -0.77 -2.30 0.64
H -0.82971 4.14053 2.06755 -0.15 0.42 -0.14
C 2.06314 -3.44987 -0.21971 0.53 0.12 -0.60
Br -1.55954 2.08503 3.85882 -0.19 -0.17 -0.78
H -2.59664 4.33774 1.96059 -0.03 -0.23 -0.34
H -0.03551 -4.01104 -0.40184 0.23 -0.08 0.38
H 0.32846 -2.58133 -1.31501 0.47 0.17 0.19
Br 0.65402 -1.13877 -3.59903 -0.23 0.90 0.72
H 2.34457 -4.17091 -0.98716 0.45 0.38 -0.28
H -2.57960 1.76421 1.48041 0.05 -0.21 0.38
H -1.09551 -0.16833 -2.06180 0.07 -0.44 -0.05
C -1.74283 3.75599 1.61318 0.77 0.37 -0.07
Br -1.47228 3.98382 -0.34112 -1.02 1.28 0.24
Br 3.20607 -1.78713 -0.33888 -0.09 -1.69 0.05
Br -0.02045 1.45196 0.41882 7.80 -6.31 -9.03
H 0.58823 -0.88297 -0.28288 0.22 1.43 -1.19
H -0.82255 1.89114 1.42067 -4.91 2.22 6.89
```
Forces are in eV/Å.

Output
LUMO energy in hartree: 0.010
Gap between HOMO and LUMO in eV: 9.28
Maximum force in eV/Å: 13.498



Question: What is the LUMO energy in the second record?
Answer: 0.010 hartree



Question: Among the records above, which one has the lowest LUMO energy?
Answer: C6H12Br6



Question: Among the records above, which one has the highest maximum force?
Answer: C6H12Br6